1.
Molecular formula: C30H22BrMnN6O4
Method: DFT, ωB97M-V with the def2-TZVPD basis set

The geometry in XYZ format:
```
64
Properties=species:S:1:pos:R:3:forces:R:3
H -7.23288 -0.95485 0.50194 -0.001 -0.001 -0.005
C 2.05021 2.13613 -2.52137 0.008 -0.005 0.002
N -1.42063 0.94551 -2.77309 0.009 0.065 0.132
H 1.86588 1.61689 -6.33767 -0.006 -0.001 0.000
C 0.85577 1.67475 -3.10320 -0.008 -0.010 0.010
C 3.83422 -2.62341 3.20797 0.029 -0.023 0.046
H 5.98859 -1.33464 5.47750 -0.002 -0.002 0.001
C -0.37692 -2.99334 -0.85254 -0.018 0.057 0.021
H 0.31471 0.49712 4.02270 0.011 -0.012 0.020
O -0.29065 1.06110 -5.15565 0.074 0.024 -0.059
N -1.03598 -0.85410 -0.02364 -0.139 0.236 -0.219
C 4.05464 -1.73658 2.15840 -0.091 -0.145 -0.030
N -3.65552 0.42044 0.35253 0.024 0.215 -0.006
C 0.35386 -3.25262 0.27424 0.001 -0.061 -0.015
N 2.98035 -3.77575 3.08671 -0.036 0.094 -0.095
C -4.29429 0.06955 -0.78675 -0.005 -0.013 -0.034
C -0.32005 -1.10345 1.11295 -0.004 0.089 0.083
C 4.55308 -2.50355 4.38615 0.069 0.072 0.057
C 4.95992 -0.70347 2.30720 0.066 0.041 0.093
H 3.94997 2.42496 -5.28814 0.001 0.002 0.003
H 1.66732 -1.55834 4.36386 -0.022 0.025 0.007
H -6.06796 -0.70718 -1.69259 -0.016 -0.002 0.010
C 0.40657 -2.28822 1.30181 0.093 -0.034 0.076
H -3.84113 -0.00776 -2.99301 -0.022 -0.023 0.010
O -1.11025 0.97975 1.83223 -0.421 0.220 -0.990
H -3.69432 0.57884 2.39611 0.003 0.019 -0.010
H 2.07481 2.27184 -1.44904 -0.001 0.001 0.004
C 5.43932 -1.44864 4.55370 -0.039 -0.054 0.012
H -0.43877 -3.70879 -1.65940 -0.008 0.007 -0.009
H 4.06807 2.76000 -2.83007 -0.001 0.002 -0.001
H -6.02928 -0.30163 2.58657 0.002 0.000 0.002
C 1.16465 -2.42322 2.49439 -0.091 0.174 0.006
C 5.63220 -0.55563 3.51435 -0.028 0.017 -0.089
C 3.15584 2.40584 -3.28843 -0.015 -0.005 0.006
C -6.22448 -0.56676 0.45713 0.007 0.002 0.015
C 0.79883 1.48738 -4.49821 -0.034 0.030 -0.041
H -2.63388 4.81053 -1.28009 -0.004 0.008 -0.006
C -2.70876 3.76406 -1.56792 0.072 -0.103 -0.039
H 5.14661 -0.01497 1.49518 0.003 -0.001 -0.002
C -3.49749 0.25637 -1.99959 0.007 0.008 0.036
C 0.34544 -0.26953 3.26062 -0.129 0.072 -0.090
H -2.07367 3.53116 -2.42085 0.009 0.014 0.012
Br 6.85054 0.87096 3.72652 0.013 0.019 -0.003
C -4.26917 0.28833 1.52580 -0.013 -0.027 0.023
H -3.73820 3.52305 -1.84315 -0.003 -0.007 0.017
N 1.80936 -3.68122 2.70385 0.078 -0.150 -0.005
H 0.88545 -4.18771 0.39442 0.005 0.012 0.003
H 3.53114 -1.86586 1.21968 -0.006 0.012 -0.004
C -2.34467 2.90904 -0.41758 -0.217 0.647 -0.264
Mn -1.77326 1.09050 0.04400 0.807 -0.539 1.601
C 1.92964 1.76529 -5.26859 0.012 -0.006 0.000
H -1.00960 0.90933 -4.51416 -0.024 -0.048 0.038
C -0.27514 1.40319 -2.22695 0.044 -0.097 -0.023
C -5.56137 -0.20470 1.61801 0.005 -0.009 -0.010
C -1.05301 -1.76808 -0.97093 0.026 -0.041 0.028
H 4.41336 -3.23224 5.17394 -0.013 -0.012 -0.011
N -2.32665 0.74255 -1.79793 -0.169 0.023 -0.165
C -5.58359 -0.43046 -0.76638 0.018 -0.006 -0.028
C -0.36530 -0.08595 2.09605 0.125 -0.215 0.073
H -1.60995 -1.54401 -1.86980 0.009 -0.025 -0.016
C 3.08516 2.21563 -4.67198 0.003 -0.005 -0.006
C 1.10831 -1.43487 3.44560 0.042 -0.087 -0.030
O -2.25346 3.10696 0.74401 0.087 -0.648 -0.162
O -0.16353 1.60446 -0.96744 -0.177 0.207 0.019
```
Forces are in eV/Å.

Lowest unoccupied orbital energy (spin up / spin down) ... -0.1598 / -0.1515 hartree
ΔE to the lowest compared entry with this formula, charge and spin ... 0.0797 eV
Calculated total energy ... -5510.68847 hartree
Net charge ... +1
HOMO energy (spin up / spin down) ... -10.2 / -10.2 eV
Spin multiplicity ... 2
Gap between HOMO and LUMO (spin up / spin down) ... 5.802 / 6.069 eV

2.
Molecular formula: C30H22Cl3N3O3S4Zn
Method: DFT, ωB97M-V with the def2-TZVPD basis set

The geometry in XYZ format:
```
66
Properties=species:S:1:pos:R:3:forces:R:3
C 1.40238 2.13356 1.30732 0.077 -0.133 0.264
H -3.54033 -1.76728 5.67302 -0.010 0.001 -0.012
H 0.12343 1.48508 3.66201 0.001 0.042 0.022
H -2.29091 -4.45527 -4.41631 0.019 0.018 -0.006
C -1.68063 -1.63228 2.81320 -0.003 0.121 -0.174
H 1.49823 -0.85479 4.38719 0.149 -0.123 0.002
H 5.32239 -0.47981 8.30258 -0.011 -0.007 0.004
S -2.44995 3.48985 6.53363 -0.129 0.095 0.037
C -2.66559 1.87632 7.06828 0.029 -0.080 -0.027
C 2.59206 -2.44267 7.89367 -0.027 -0.021 -0.016
C 3.88223 -0.29787 6.71532 0.031 -0.049 -0.030
C -1.32021 -2.09079 -2.16736 -0.063 -0.067 0.008
H 0.97805 2.94623 0.74488 -0.041 -0.024 0.028
Cl -0.46411 4.15177 4.41714 -0.031 -0.030 0.032
C -1.24202 2.99949 5.42769 0.086 -0.028 -0.073
H -0.47989 -3.21700 2.01191 -0.002 -0.012 0.015
N 2.44185 0.85555 2.74951 0.577 0.496 -0.106
H -0.40305 -3.87681 -2.92235 -0.011 0.012 -0.015
C -2.31455 -3.34995 4.88918 0.030 0.004 -0.020
H -4.38710 -0.97643 -3.06775 0.031 0.023 -0.010
H -2.54030 -0.39790 -1.62170 -0.007 0.002 -0.010
H -2.55899 -4.03479 5.69039 0.006 -0.004 -0.001
H -1.02441 -4.75211 3.89826 -0.018 -0.007 -0.010
H 3.67764 1.26799 4.32296 0.028 -0.047 0.114
H 2.07966 -3.27492 8.35417 0.011 0.007 0.004
N -1.48558 -0.66988 1.83505 0.081 -0.227 0.173
C -2.47039 -1.30002 -2.21947 0.036 -0.025 0.020
H -3.39029 1.65652 7.83571 0.008 -0.002 -0.013
H -0.31785 -0.05848 4.41682 0.054 0.081 0.092
C 2.19765 2.17146 2.41057 0.058 -0.131 -0.154
O -5.77548 -2.62183 -4.59841 0.059 0.001 0.021
C -3.47483 -2.77893 -3.84182 -0.013 0.020 -0.087
C 1.80309 0.08676 1.86580 -0.063 -0.307 0.016
C -1.84315 1.01450 6.41651 0.096 0.102 0.143
H 3.88801 -0.37019 3.68989 -0.061 -0.007 -0.179
C 2.71732 -0.78113 6.12709 -0.035 0.119 0.138
C 4.41542 -0.86629 7.85981 -0.010 -0.017 -0.013
C 3.76301 -1.94330 8.43498 0.013 0.015 0.028
Cl 0.57842 -2.47343 6.12117 0.155 0.075 0.090
C -1.00980 1.66019 5.45343 0.208 0.108 0.281
C -1.28191 -3.24534 -2.95891 0.039 0.019 0.018
C -2.16341 0.42611 2.06148 -0.120 0.050 -0.016
C -4.54691 -3.15697 -4.80987 -0.065 0.098 -0.032
H -5.77332 -2.11691 -3.77768 -0.048 -0.025 0.022
S -2.07919 1.71372 0.92335 -0.019 -0.085 -0.159
O -4.37392 -3.88019 -5.75002 0.033 -0.076 0.062
H 2.58961 2.98984 2.98825 0.015 -0.026 0.001
C 0.00847 0.96842 4.61830 0.048 -0.032 0.100
C 2.08012 -1.84948 6.75208 -0.098 -0.048 0.000
C 3.15427 0.40009 3.92774 -0.277 0.060 0.244
H 1.81408 -0.99231 1.89284 -0.028 0.011 0.005
C 2.11242 -0.12128 4.91748 0.083 0.027 0.112
H -1.81932 -0.05232 6.59700 0.044 0.030 0.017
Cl 4.40900 -2.67390 9.86717 0.005 -0.004 -0.005
C -2.33400 -3.57412 -3.78964 0.035 -0.046 0.010
C -1.12429 -2.90858 2.82620 -0.014 -0.029 0.005
S -3.08484 0.40322 3.53674 -0.295 -0.106 -0.323
Zn -0.52282 0.06128 0.05942 0.004 -0.147 0.198
C -1.44726 -3.75643 3.87008 -0.020 0.000 -0.037
S 0.09373 -1.70733 -1.18501 -0.104 0.178 -0.257
C -2.53954 -1.22490 3.84038 -0.140 0.043 0.028
N 1.15566 0.81723 0.99162 -0.152 0.252 -0.369
C -2.86554 -2.08017 4.88674 -0.001 0.003 -0.006
H 4.39192 0.55127 6.27963 -0.008 0.010 -0.017
O 1.26179 0.93617 5.33551 -0.227 -0.166 -0.245
C -3.53054 -1.64225 -3.04292 0.000 0.018 0.066
```
Forces are in eV/Å.

Lowest unoccupied orbital energy ... 0.0053 hartree
Calculated total energy ... -6299.18795 hartree
Net charge ... 0
HOMO energy ... -7.8 eV
Gap between HOMO and LUMO ... 7.982 eV

3.
Molecular formula: C30H22CuF2N2OP
Method: DFT, ωB97M-V with the def2-TZVPD basis set

The geometry in XYZ format:
```
59
Properties=species:S:1:pos:R:3:forces:R:3
C -2.72202 1.42627 -0.54319 0.064 0.013 0.006
F 4.89610 -3.71259 -0.26396 0.066 -0.009 0.002
C -1.50997 -5.00252 -0.32082 -0.101 -0.057 -0.009
H 4.56944 3.06880 -2.84052 0.002 -0.009 0.002
Cu 0.21109 -1.05959 -0.09937 -0.263 0.207 0.047
H -3.51068 -5.75569 -0.24753 0.010 -0.010 0.001
H -0.35369 5.26319 2.56114 -0.014 -0.004 -0.012
C -2.60225 -2.52445 -0.33919 -0.075 -0.114 -0.050
C 2.93929 -4.99227 -0.30678 0.044 -0.163 0.008
C -1.46936 1.92198 -0.90481 0.012 -0.009 -0.042
F 1.00446 -6.25407 -0.36752 -0.075 -0.044 0.009
C 3.50766 3.08853 -0.97853 0.090 0.034 -0.020
H -1.07458 -5.98646 -0.32527 0.052 0.023 0.017
C 3.68722 2.73984 -2.30698 -0.013 0.010 0.029
H -2.98707 -1.51225 -0.38658 -0.008 -0.025 0.061
C -1.39321 2.94548 -1.84467 0.013 -0.068 0.075
H 2.88312 1.65950 -3.97907 -0.020 0.001 0.005
C 1.41344 1.89819 -0.92737 0.061 -0.026 -0.008
C 0.03723 1.40288 2.77262 -0.010 0.394 -0.223
C -0.21764 3.42227 1.47465 -0.026 -0.070 0.039
C 0.19070 -0.03636 3.00500 -0.016 0.091 0.226
H 0.10347 1.70896 4.88926 0.012 0.021 -0.001
C 0.78338 -3.86026 -0.33442 0.085 0.167 0.000
C 0.01511 2.19625 3.92526 0.011 -0.176 -0.003
N -1.27900 -2.64215 -0.35628 0.025 0.091 0.023
C 1.43048 -2.59727 -0.30216 0.169 -0.131 0.073
H 3.50879 -5.91064 -0.30407 -0.002 0.018 -0.012
C 3.54852 -3.75492 -0.28602 -0.152 0.085 -0.027
C 1.56197 -5.01764 -0.33374 0.123 0.166 -0.045
H -0.43071 3.35210 -2.12606 0.031 -0.013 -0.038
H -4.84344 1.55136 -0.82123 0.017 -0.012 0.007
H -0.05483 -2.76775 1.93723 0.058 -0.122 -0.110
H -2.77993 0.63934 0.20173 -0.043 -0.002 -0.011
C -2.88688 -4.87169 -0.28079 0.066 0.079 -0.012
C -2.55004 3.45038 -2.42282 -0.010 0.051 -0.046
C 2.82570 -2.57961 -0.28581 0.020 0.045 -0.035
C 2.73722 1.95328 -2.94749 0.016 0.000 -0.043
H 0.88977 0.88351 -2.74434 0.035 -0.013 -0.044
O 0.07038 -2.18563 2.69675 -0.068 -0.274 0.270
C -0.24709 4.18826 2.62541 0.008 0.024 0.055
H -4.68913 3.34002 -2.52104 -0.001 0.005 0.010
P -0.02345 1.14912 -0.08449 0.126 -0.011 -0.339
H -2.47808 4.24246 -3.15766 -0.004 -0.008 0.004
H -0.30476 3.90710 0.51015 -0.010 0.018 0.008
H -4.52988 -3.46869 -0.26124 0.010 0.021 -0.018
H 2.25198 2.94558 0.75121 0.035 -0.002 -0.023
C -3.79046 2.94789 -2.06302 0.017 0.005 -0.001
C 2.37720 2.67036 -0.28836 -0.099 0.017 -0.007
C -0.70127 -3.85972 -0.34808 -0.242 -0.055 0.026
C -3.87528 1.93925 -1.11237 -0.057 -0.018 0.025
N -0.15289 -0.93404 2.18115 0.151 -0.013 -0.020
H 4.25591 3.68475 -0.47160 -0.017 0.001 0.008
C 1.61694 1.52549 -2.25897 -0.069 0.020 0.082
H -0.15550 4.15102 4.77125 0.009 -0.002 0.001
C -0.07247 2.03533 1.52118 -0.020 -0.139 0.122
H 3.36600 -1.64010 -0.27738 0.044 -0.036 0.038
C -3.45826 -3.60886 -0.28836 -0.020 0.000 -0.027
H 0.59239 -0.33037 3.97525 -0.040 -0.063 -0.042
C -0.13114 3.56683 3.86074 -0.008 0.093 -0.008
```
Forces are in eV/Å.

Lowest unoccupied orbital energy ... 0.0022 hartree
ΔE to the lowest compared entry with this formula, charge and spin ... 0.0000 eV
Calculated total energy ... -3522.68066 hartree
Net charge ... 0
HOMO energy ... -7.4 eV
Gap between HOMO and LUMO ... 7.414 eV